1.
{
  "formula": "C31H32Cl2N4OS3SiTa",
  "method": "ωB97M-V with the def2-TZVPD basis set",
  "symbols": ["H", "H", "C", "C", "C", "C", "H", "C", "S", "C", "H", "C", "H", "H", "C", "C", "H", "C", "H", "Ta", "H", "C", "H", "S", "C", "H", "C", "C", "C", "C", "N", "H", "Si", "O", "C", "C", "H", "Cl", "H", "H", "C", "H", "H", "C", "H", "C", "H", "C", "H", "H", "H", "H", "H", "C", "H", "H", "H", "N", "S", "C", "C", "Cl", "C", "C", "H", "C", "N", "C", "N", "H", "C", "H", "C", "H", "H"],
  "positions_angstrom": [[2.188, -6.944, -2.310], [-3.517, -0.075, 2.583], [-2.332, 1.318, -0.414], [3.560, -4.115, -3.562], [1.336, 4.425, 0.420], [-0.536, -3.668, 3.805], [0.146, -5.576, -2.547], [3.199, 5.831, 1.824], [3.035, -0.517, -3.321], [-2.971, 0.677, -2.971], [-0.877, 3.547, 3.297], [3.484, -5.405, -3.056], [-4.443, 1.592, -0.061], [3.313, -1.965, -5.031], [1.584, 5.730, 0.048], [-3.899, 0.932, 2.763], [4.381, -6.004, -2.974], [1.972, 3.765, 1.466], [-2.799, 4.598, 1.470], [0.148, 0.994, 0.434], [-4.171, 4.178, 2.487], [0.181, -2.369, 1.894], [-4.085, 1.030, 3.834], [1.920, 1.226, -1.283], [-0.611, 0.336, -3.584], [-0.755, 1.865, 3.785], [1.473, -3.511, 0.113], [-0.803, -1.275, 3.860], [2.922, 4.517, 2.164], [-0.940, -2.508, 4.463], [0.786, -1.151, -0.152], [1.591, -1.718, -4.837], [-2.676, 2.240, 2.193], [-0.134, -0.066, 1.957], [1.192, -3.863, -3.295], [2.418, -3.329, -3.676], [-0.802, 0.925, -4.481], [3.775, 3.805, 3.484], [3.942, 6.371, 2.393], [-0.682, -0.717, -3.864], [-3.538, 3.820, 1.672], [2.756, 7.462, 0.512], [0.715, -4.271, -0.082], [2.504, -1.964, -4.297], [-4.170, 3.721, 0.790], [-3.679, 1.336, -0.778], [-1.113, -0.359, 4.341], [1.109, -5.159, -2.815], [0.322, -4.523, 2.066], [-4.865, 1.012, 2.262], [1.052, 6.174, -0.781], [0.295, -3.264, -3.397], [-3.197, 0.445, -4.002], [2.534, 6.437, 0.771], [4.518, -3.715, -3.872], [-1.368, -2.573, 5.454], [-2.033, 2.888, 4.450], [-1.341, 0.944, -1.273], [1.605, 2.127, 1.961], [2.003, -0.387, -1.904], [-1.461, 2.659, 3.547], [0.122, 3.543, -0.496], [0.795, -2.252, 0.573], [2.255, -5.930, -2.685], [0.392, 0.560, -3.253], [-3.984, 1.001, -2.077], [-1.785, 1.609, 0.792], [-0.249, -1.235, 2.583], [1.434, -1.399, -1.385], [-0.659, -4.628, 4.285], [-1.650, 0.660, -2.562], [2.059, -3.389, -0.785], [0.021, -3.606, 2.548], [-5.015, 1.004, -2.407], [2.102, -3.877, 0.925]],
  "forces_ev_per_angstrom": [[0.00, 0.00, 0.00], [0.03, 0.00, 0.02], [-0.05, -0.04, 0.04], [0.01, 0.08, 0.14], [-0.13, -0.18, -0.15], [0.02, -0.14, -0.02], [-0.01, 0.02, 0.00], [-0.02, -0.01, -0.01], [-0.08, 0.08, 0.05], [0.08, 0.02, -0.02], [0.00, 0.00, -0.02], [0.00, 0.02, -0.01], [0.02, 0.02, 0.04], [-0.09, -0.01, -0.09], [0.14, -0.01, 0.14], [0.11, 0.06, -0.06], [0.00, -0.01, 0.01], [0.08, 0.14, -0.20], [0.01, 0.00, -0.02], [0.20, -0.92, -0.05], [0.00, 0.00, 0.03], [-0.17, 0.18, 0.29], [-0.01, 0.02, 0.01], [0.39, 0.31, -0.07], [0.10, 0.03, -0.03], [-0.03, -0.05, 0.00], [0.01, 0.02, -0.08], [0.11, -0.29, -0.12], [0.05, -0.02, 0.05], [-0.05, 0.13, 0.09], [0.24, -0.27, -0.11], [-0.07, 0.07, 0.15], [-0.10, 0.00, 0.11], [0.05, 0.19, 0.39], [-0.04, 0.01, -0.19], [0.06, -0.03, 0.05], [-0.04, -0.04, -0.01], [0.01, 0.01, 0.01], [0.00, 0.01, 0.00], [0.07, -0.01, 0.05], [0.09, -0.06, 0.08], [0.00, 0.01, -0.01], [0.00, -0.01, -0.01], [0.10, -0.07, -0.09], [-0.01, -0.04, -0.02], [0.06, -0.08, -0.08], [0.00, 0.03, 0.00], [-0.04, -0.07, 0.00], [0.00, 0.00, 0.00], [0.00, 0.01, -0.03], [0.00, 0.02, -0.01], [0.01, 0.00, 0.02], [-0.01, 0.00, 0.00], [-0.06, -0.04, -0.05], [0.01, 0.00, 0.00], [0.00, -0.01, 0.00], [-0.01, 0.02, 0.02], [-0.26, 0.16, -0.40], [-0.13, 0.20, 0.22], [0.17, -0.25, -0.02], [-0.08, 0.01, -0.09], [-0.08, 0.37, 0.06], [-0.10, -0.07, 0.10], [0.01, -0.04, 0.01], [0.00, 0.03, 0.00], [-0.02, 0.02, 0.04], [-0.12, 0.24, 0.14], [0.01, -0.01, -0.21], [-0.28, 0.11, 0.00], [0.00, 0.00, 0.01], [-0.19, -0.04, 0.00], [0.02, 0.06, 0.03], [0.03, 0.12, -0.08], [0.00, -0.01, 0.00], [0.01, -0.01, -0.01]],
  "total_charge": 1,
  "e_lumo_ev": -3.36,
  "homo_energy_ev": -10.903,
  "multiplicity": 1,
  "e_above_lowest_ev": 1.027
}

***

2.
{
  "formula": "C31H32Cl3LuN5O3Sb",
  "method": "ωB97M-V with the def2-TZVPD basis set",
  "symbols": ["C", "C", "H", "O", "H", "H", "Cl", "C", "C", "H", "C", "C", "H", "H", "H", "O", "C", "H", "C", "Cl", "H", "N", "C", "N", "H", "C", "H", "H", "H", "C", "H", "N", "H", "C", "H", "H", "H", "C", "H", "C", "C", "H", "H", "C", "C", "Sb", "Cl", "O", "C", "C", "C", "C", "H", "C", "H", "H", "C", "C", "N", "C", "C", "H", "H", "C", "C", "H", "C", "H", "H", "N", "Lu", "C", "H", "H", "H", "C"],
  "positions_angstrom": [[0.905, 0.455, 3.459], [-2.373, -0.084, 2.842], [-1.450, -5.904, -1.593], [-3.321, 1.546, -3.715], [0.598, -5.143, -0.391], [2.322, -1.887, 5.468], [0.930, 2.599, 0.594], [2.404, 0.766, -2.148], [-5.931, 0.769, -3.552], [-3.827, -0.553, 4.454], [1.900, -2.082, 3.360], [1.373, -1.451, 2.245], [-0.766, 4.036, -0.221], [1.295, 2.552, 3.560], [-5.588, 1.018, -2.546], [-0.960, 0.012, -2.525], [-4.307, -1.992, -5.603], [-4.618, -2.285, 2.743], [-2.642, -0.354, -5.093], [-1.944, 2.593, 1.222], [1.456, 0.443, 5.521], [0.833, -0.201, 2.279], [-1.987, 1.967, -3.551], [1.836, -0.045, -1.224], [4.119, 1.220, -3.331], [-4.913, -0.053, -4.299], [-3.143, -0.698, -1.139], [-6.116, 1.717, -4.061], [-2.031, 3.011, -3.259], [-3.162, -1.613, -1.728], [5.437, -0.708, -2.494], [-3.851, -1.649, 2.592], [-3.063, -1.339, -2.776], [1.919, -1.418, 4.579], [2.311, -3.079, 3.279], [-3.262, -2.244, 0.648], [0.967, 1.532, -3.514], [-3.396, -0.699, 3.478], [-6.876, 0.235, -3.478], [-2.077, -2.584, -1.357], [1.439, -0.135, 4.605], [-1.612, -0.032, -5.157], [-0.380, 4.331, 1.514], [0.441, 1.873, 3.630], [-0.172, -4.436, -0.670], [1.862, -2.667, 0.538], [-4.768, -3.497, -6.332], [-1.122, 1.794, -1.296], [-0.560, 3.597, 0.742], [-3.004, -1.550, -5.705], [-5.256, -1.245, -4.918], [3.699, 0.540, -2.602], [-6.280, -1.600, -4.867], [2.546, -1.122, -0.790], [0.010, 1.999, 4.622], [-3.163, -4.211, -2.209], [-3.587, 0.370, -4.390], [-1.312, -4.860, -1.342], [-0.965, -2.175, -0.711], [-2.260, -3.925, -1.683], [-0.028, -3.095, -0.375], [-0.296, 2.171, 2.902], [4.362, -2.255, -0.860], [-1.319, 1.198, -2.428], [1.645, 1.912, -2.747], [-1.404, 1.879, -4.469], [3.830, -1.388, -1.228], [1.069, 2.460, -2.011], [-2.274, -2.127, -6.257], [-2.193, -0.635, 1.576], [-0.397, 0.147, -0.107], [4.427, -0.531, -2.142], [-4.143, -2.075, -1.603], [2.333, 2.601, -3.231], [-1.759, 0.711, 3.219], [-3.111, -1.578, 1.476]],
  "forces_ev_per_angstrom": [[-0.07, -0.03, -0.10], [0.10, -0.02, -0.13], [0.00, 0.03, 0.01], [0.07, 0.00, 0.09], [-0.01, -0.02, 0.00], [-0.03, 0.02, -0.05], [0.01, 0.36, 0.05], [-0.11, -0.07, 0.17], [0.05, -0.05, -0.08], [0.01, -0.03, -0.08], [-0.07, 0.09, 0.07], [-0.10, 0.09, 0.08], [-0.01, -0.01, -0.12], [-0.04, -0.04, -0.02], [0.02, -0.03, -0.01], [0.10, -0.09, 0.24], [-0.06, -0.05, 0.01], [0.00, -0.02, 0.02], [0.07, -0.08, -0.06], [0.04, 0.30, 0.07], [0.01, -0.02, -0.04], [0.25, -0.15, -0.16], [-0.02, 0.03, -0.03], [-0.22, -0.09, 0.24], [0.00, -0.03, 0.03], [-0.21, -0.01, 0.01], [0.04, 0.07, 0.04], [0.02, -0.01, 0.00], [-0.05, 0.11, -0.04], [0.11, -0.08, 0.03], [-0.05, 0.01, 0.02], [0.01, 0.09, 0.09], [0.01, -0.04, -0.03], [0.06, -0.10, 0.07], [0.01, 0.01, 0.01], [-0.03, 0.02, 0.02], [0.01, -0.01, -0.02], [-0.13, -0.21, -0.10], [0.01, -0.01, -0.01], [0.11, 0.12, 0.07], [-0.03, 0.04, 0.13], [-0.06, -0.03, 0.01], [0.04, 0.06, 0.06], [0.02, -0.02, 0.02], [-0.07, -0.01, -0.06], [0.05, -0.07, -0.01], [0.01, 0.02, 0.01], [-0.48, 0.14, -0.58], [-0.02, -0.14, 0.07], [0.10, 0.04, -0.02], [-0.12, -0.01, 0.05], [0.09, 0.06, -0.12], [0.08, 0.02, 0.00], [-0.06, 0.23, -0.15], [0.02, 0.00, 0.01], [0.04, 0.00, 0.02], [0.07, 0.17, 0.00], [0.01, -0.12, -0.03], [0.11, 0.20, 0.09], [-0.11, -0.07, -0.10], [-0.23, 0.17, -0.17], [-0.02, -0.01, 0.01], [0.02, -0.01, -0.01], [0.20, -0.01, 0.37], [0.03, -0.07, 0.05], [0.04, -0.02, -0.03], [0.01, 0.09, -0.05], [-0.03, 0.00, -0.02], [-0.04, 0.03, 0.03], [0.33, 0.35, -0.13], [-0.08, -0.98, 0.01], [0.12, -0.07, -0.01], [0.04, -0.01, 0.01], [0.03, 0.01, 0.00], [-0.03, -0.02, -0.04], [-0.02, -0.04, 0.26]],
  "total_charge": 2,
  "e_lumo_ev": -5.43,
  "homo_energy_ev": -12.435,
  "multiplicity": 1
}

***

3.
{
  "formula": "C31H32ClN2O3PScTe2",
  "method": "ωB97M-V with the def2-TZVPD basis set",
  "symbols": ["C", "C", "H", "C", "H", "C", "N", "C", "P", "H", "Te", "H", "H", "C", "H", "H", "C", "C", "C", "C", "H", "C", "H", "H", "H", "C", "H", "C", "H", "H", "C", "H", "H", "H", "H", "H", "H", "H", "C", "C", "H", "H", "C", "C", "H", "O", "H", "Sc", "H", "Te", "C", "C", "C", "H", "O", "Cl", "C", "H", "C", "C", "C", "C", "H", "C", "C", "H", "C", "H", "C", "C", "O", "H", "N"],
  "positions_angstrom": [[-2.513, 3.254, -3.167], [-1.399, -4.078, -1.842], [5.604, -0.137, -1.804], [-2.657, -3.236, 0.519], [1.995, 3.121, 1.645], [-3.867, -6.900, -1.310], [2.627, -0.475, -0.292], [3.548, -0.373, -1.238], [-0.369, 2.261, 0.804], [-3.246, 4.024, -3.338], [-0.574, -3.012, -0.128], [-2.361, -6.459, -2.769], [1.833, -1.424, 5.325], [-4.499, -6.478, -0.156], [-0.632, -4.665, -2.342], [0.820, 2.722, -3.383], [-0.609, 1.225, -2.834], [-2.922, 1.997, -2.745], [-1.166, 3.522, -3.361], [3.879, -0.703, 3.689], [3.189, -0.435, -2.258], [2.476, 4.097, -0.210], [-0.364, 4.913, 1.511], [-0.849, 4.517, -3.641], [-3.246, -2.396, 0.140], [-2.478, -4.947, -1.269], [-0.796, 5.572, -0.088], [-2.489, 5.007, 1.133], [4.170, -0.818, 4.722], [-0.016, -0.777, -3.192], [0.363, 0.134, -2.692], [-5.277, -7.079, 0.286], [-3.964, 1.790, -2.559], [2.712, 3.848, -1.242], [5.853, -0.373, 2.964], [-3.173, 4.991, 0.291], [-2.733, -3.264, 1.606], [1.307, 0.443, -3.163], [-1.058, 4.824, 0.665], [4.804, -0.459, 2.723], [-4.148, -7.833, -1.772], [-1.821, -3.362, -2.552], [3.050, -0.479, 0.998], [4.915, -0.222, -0.979], [1.606, 4.748, -0.196], [1.152, 2.035, 0.116], [6.405, -0.120, 0.560], [0.287, -0.160, -0.477], [-4.613, -4.961, 1.351], [-0.324, 2.365, 3.147], [1.519, -1.126, 4.337], [0.200, -1.049, 3.996], [2.503, -0.808, 3.369], [-2.759, 4.205, 1.815], [-0.879, 3.559, 0.034], [-2.406, -0.524, -1.900], [5.355, -0.215, 0.322], [-0.580, -1.250, 4.713], [-0.230, 2.520, -3.215], [2.069, -0.625, 2.040], [-3.108, -4.525, -0.102], [-0.147, -0.666, 2.685], [3.124, 2.215, 0.610], [2.225, 2.841, 0.606], [-2.860, -6.133, -1.870], [-1.185, -0.632, 2.368], [-1.973, 1.015, -2.575], [3.315, 4.624, 0.238], [-4.124, -5.289, 0.448], [4.419, -0.376, 1.359], [-1.082, 1.093, 0.175], [-2.582, 5.957, 1.650], [0.758, -0.600, 1.700]],
  "forces_ev_per_angstrom": [[-0.04, 0.02, 0.06], [0.21, 0.26, -0.19], [0.02, 0.02, -0.07], [0.07, 0.36, 0.13], [0.16, -0.21, -0.20], [0.02, -0.02, -0.08], [-0.04, 0.06, 0.19], [-0.19, -0.06, -0.21], [0.60, 2.22, 0.34], [-0.13, 0.11, 0.05], [-0.76, -1.09, -0.15], [0.06, -0.09, -0.14], [-0.02, 0.06, 0.17], [-0.06, 0.02, 0.06], [0.10, 0.12, 0.09], [0.02, -0.01, -0.06], [-0.50, 0.24, -0.34], [-0.05, 0.12, -0.11], [-0.10, 0.04, -0.06], [0.64, 0.05, -0.29], [0.00, 0.13, 0.05], [-0.28, -0.42, -0.02], [-0.11, 0.03, -0.15], [0.00, 0.04, -0.08], [0.24, 0.05, 0.08], [0.01, 0.08, 0.29], [0.03, -0.10, 0.07], [0.24, -0.19, -0.17], [0.09, 0.00, 0.10], [0.26, 0.22, 0.15], [0.68, -0.50, -0.06], [-0.11, -0.08, 0.05], [-0.10, -0.04, 0.05], [0.04, 0.05, -0.10], [0.07, 0.03, 0.07], [-0.07, 0.02, -0.11], [0.16, 0.08, -0.08], [-0.16, -0.22, 0.12], [-0.15, 0.80, 0.39], [-0.26, -0.19, 0.57], [-0.06, -0.13, -0.06], [0.21, 0.10, 0.12], [0.56, -0.07, 0.36], [0.02, -0.06, 0.17], [-0.03, 0.09, -0.04], [-1.45, -0.53, 0.28], [0.08, 0.03, 0.00], [0.46, -0.13, -1.04], [-0.07, 0.02, 0.14], [-0.07, 0.56, -0.19], [-0.04, 0.16, -0.39], [0.07, 0.10, -0.12], [-0.62, 0.01, -0.43], [-0.04, -0.01, 0.13], [0.19, -1.00, 0.22], [-0.40, -0.36, -0.09], [-0.31, -0.09, -0.17], [-0.09, 0.03, 0.05], [-0.09, -0.27, 0.22], [0.29, -0.05, 0.49], [0.24, -0.08, -0.15], [0.42, -1.01, -0.68], [-0.18, -0.01, 0.01], [0.83, 0.44, 0.43], [0.03, 0.02, -0.01], [0.10, 0.19, 0.15], [0.65, 0.59, -0.21], [0.07, 0.07, -0.03], [0.03, 0.04, 0.03], [-0.62, 0.03, -0.48], [-0.51, -0.65, 0.05], [-0.05, 0.13, 0.08], [-0.18, -0.15, 0.75]],
  "total_charge": 1,
  "e_lumo_ev": -3.47,
  "homo_energy_ev": -9.951,
  "multiplicity": 1,
  "e_above_lowest_ev": 0.879
}

***

no.,molar mass (g/mol)
1,852.77
2,925.72
3,847.19